(1)
Below is a 14-piece molecular cluster, C6H39NO14 overall at a distorted geometry, with properties calculated with wB97M-V/def2-TZVPD.

energy above the lowest of the compared OMol25 structures with the same formula, charge and spin: 752.2 kJ/mol
E_HOMO: -10.0 eV
LUMO energy: -0.003 Ha
Kohn-Sham gap: 9.892 eV
2S+1: 1

Element x y z (Å)
H  1.09  2.11  -2.39
O  3.83  1.76  0.20
H  3.63  2.63  0.78
H  2.41  -0.31  -2.49
O  2.28  -0.48  -0.81
H  1.22  -2.37  -1.71
H  -2.54  0.41  0.88
O  0.06  -4.76  -2.77
C  1.29  -0.39  2.52
O  -2.07  0.98  -3.12
H  2.16  -1.84  -2.70
O  3.03  3.27  2.20
O  -2.19  2.75  2.16
H  0.58  -1.76  3.82
O  -2.92  -3.58  -2.13
H  -0.47  3.01  -0.59
H  0.82  -2.55  2.28
H  -3.79  -1.84  -2.61
O  2.28  3.29  -3.92
C  0.41  -1.64  2.75
H  -2.12  -1.91  3.90
O  -0.11  3.34  0.27
H  -1.21  0.57  -3.19
H  -0.21  -4.33  -3.50
O  -3.94  -0.88  -2.50
H  1.94  3.34  2.18
H  1.04  0.50  3.05
H  -2.80  -0.35  3.09
H  2.74  3.17  -3.03
H  0.56  2.76  0.49
H  0.97  -4.54  -2.63
H  1.95  2.43  -4.13
C  -1.14  0.26  4.32
O  -0.41  -1.32  -0.04
C  -1.74  -0.93  3.40
H  -2.44  -3.59  -1.29
H  1.25  -0.15  1.49
O  2.04  0.25  -3.26
H  2.20  -0.28  3.04
H  3.11  2.64  2.91
H  -0.67  0.90  3.60
H  -3.35  -1.02  1.05
C  -2.50  -0.67  0.53
H  -2.62  -0.74  -0.55
H  0.24  1.07  -1.52
H  4.67  1.91  -0.25
H  -1.49  3.48  2.17
H  -2.40  -4.17  -2.72
H  -2.64  0.23  -3.06
H  -1.70  2.30  1.51
N  -0.91  -1.36  2.29
H  2.62  -0.15  0.10
C  -1.13  -1.17  0.93
H  -4.84  -0.65  -2.49
H  2.90  0.53  -3.82
H  -1.78  1.03  4.77
O  1.43  -2.41  -2.54
H  -0.69  0.13  5.27
H  1.31  -0.73  -0.71
O  0.76  1.81  -1.45



(2)
Below is a 16-piece molecular cluster, C47H72F6N19O2S overall at a distorted geometry, with properties calculated with wB97M-V/def2-TZVPD.

E_HOMO: -11.9 eV
LUMO energy: -0.064 Ha
total charge: +1
Kohn-Sham gap: 10.176 eV
2S+1: 1

Element x y z (Å)
H  -0.85  -3.41  7.36
N  4.67  -3.18  0.66
C  -0.63  2.67  1.24
H  0.98  -8.05  8.33
H  10.25  8.58  -3.58
N  10.17  7.33  -6.50
H  -9.87  2.46  1.51
N  -1.10  -1.61  -2.08
C  -3.73  -2.20  0.71
C  -10.66  2.08  0.86
S  1.07  -2.55  2.22
C  6.62  2.51  4.31
C  0.34  -6.04  8.15
F  -1.97  -4.17  -2.82
H  -1.90  1.77  -0.76
F  -3.74  -2.92  -2.77
H  6.95  -5.40  -3.24
C  -5.08  -2.10  -0.03
C  -3.15  -0.08  -1.81
N  10.31  6.56  -0.80
H  0.94  -4.94  -3.25
N  -2.06  -1.63  5.03
H  -5.55  3.59  -1.38
H  -1.38  6.46  -0.04
H  -5.28  -2.82  -0.86
N  -4.34  2.23  -3.98
C  7.42  3.73  4.33
C  11.85  4.52  -7.50
F  -3.34  -4.48  -1.18
C  -0.49  -3.24  6.35
H  -5.28  -1.02  -0.33
H  6.83  4.60  4.61
C  0.92  -8.21  -5.24
H  1.22  -7.34  6.74
H  5.38  -0.30  1.66
H  10.90  5.01  -7.71
H  0.36  2.33  0.86
C  3.91  -4.08  0.02
C  1.08  -3.30  -4.58
H  10.40  3.60  0.33
H  -8.27  0.37  3.76
H  8.71  7.75  -3.71
H  -5.99  4.63  -2.73
H  2.56  -4.60  -3.81
O  2.61  -4.08  0.40
H  -5.81  5.59  4.04
N  -12.77  3.62  0.92
C  9.74  4.05  -0.41
C  -5.03  2.83  -3.29
C  0.11  -1.60  0.94
N  1.61  -7.75  -6.04
N  -0.37  -5.17  8.42
H  -0.99  -8.86  -4.59
C  -11.84  2.95  0.90
C  -1.56  6.29  -1.10
H  -0.42  -4.21  5.86
N  -2.74  -0.20  -0.35
C  -4.42  5.38  2.45
H  12.62  5.04  -8.08
H  -10.25  2.01  -0.15
H  8.25  3.65  5.04
H  -2.90  2.45  2.84
C  6.71  1.24  1.07
N  3.88  -6.14  -3.58
C  1.25  -7.13  7.81
H  -3.36  0.98  -2.08
H  -1.10  3.36  0.47
O  -6.10  -2.37  0.97
H  0.36  -9.80  -3.96
C  10.05  5.45  -0.63
N  6.96  2.35  0.90
H  4.28  -4.76  -0.77
C  -5.92  3.59  -2.41
C  -7.35  -1.92  0.47
H  0.48  -1.93  -0.06
H  -6.93  3.18  -2.40
C  -1.53  4.87  -1.42
N  5.99  1.56  4.30
H  6.49  -0.74  0.37
C  -1.72  0.85  -0.14
H  9.83  3.47  -1.33
H  -4.31  6.48  4.25
H  -4.33  4.74  4.47
C  -7.60  -0.41  0.90
N  -1.51  3.75  -1.68
H  -8.61  0.65  5.46
H  -0.59  3.25  2.19
H  -1.22  0.77  2.10
H  6.85  -7.15  -3.10
H  -2.52  6.74  -1.35
C  -1.92  -0.52  -2.66
C  6.40  -0.17  1.29
H  7.86  3.93  3.35
F  -6.57  0.08  1.65
H  -3.58  0.10  0.17
H  6.85  -6.39  -4.68
C  -2.82  -3.47  -1.95
N  0.74  -2.26  -4.95
H  -1.27  0.37  -2.85
H  0.03  -8.19  -3.32
H  -3.56  -3.27  0.98
H  -3.82  1.31  1.81
C  6.48  -6.29  -3.66
H  -0.60  -2.16  -2.79
C  9.77  7.67  -3.94
H  -4.10  -0.61  -2.04
N  -7.26  3.31  4.37
H  -0.68  0.57  -0.45
F  -8.80  -0.23  1.52
F  -7.65  0.36  -0.25
H  -3.84  -1.68  1.70
N  11.78  1.98  -8.07
C  -1.68  1.45  1.35
C  -4.73  5.56  3.87
H  1.41  -5.37  -4.88
C  -1.40  -1.82  1.21
C  -1.87  -2.50  -1.18
H  10.17  6.84  -3.36
C  10.00  7.48  -5.37
C  0.04  -8.79  -4.23
H  -1.80  -1.29  2.12
H  7.07  -0.61  2.02
H  0.52  -2.84  6.43
C  1.52  -4.61  -4.11
C  5.03  -6.21  -3.62
C  2.57  -3.07  1.36
H  -7.46  -2.05  -0.63
C  -3.03  2.11  1.78
H  12.07  4.69  -6.44
H  -1.53  -2.91  1.47
C  -2.42  -1.62  -0.02
C  -1.37  -2.34  5.61
H  8.71  3.92  -0.04
C  -8.65  1.10  4.47
H  2.28  -6.89  8.07
H  -2.28  -0.84  -3.67
H  -9.70  1.28  4.23
C  11.81  3.10  -7.82
N  -4.18  5.24  1.34
H  -0.79  6.84  -1.65
N  3.78  -2.56  1.49
H  -10.90  1.07  1.19
H  -1.08  -3.20  -0.77
H  -3.32  3.03  1.20
H  -8.19  -2.51  0.94
H  0.41  -0.53  1.04
C  -7.87  2.34  4.41